This record from the Open Molecules 2025 dataset describes C25H29BN8NaO3 as an isolated structure at a distorted geometry. The level of theory is ωB97M-V with the def2-TZVPD basis set.

The geometry in XYZ format:
```
67
Properties=species:S:1:pos:R:3:forces:R:3:lowdin_spin:R:1
H 5.61074 -1.08020 -0.73644 0.00 -0.03 0.01 0.000
H -4.97129 -3.15367 4.57040 -0.02 -0.01 0.01 0.000
H -1.90808 -1.08010 3.51501 0.08 0.03 -0.11 0.000
B -2.16126 -1.13000 0.58967 0.13 0.05 -0.08 0.000
H -5.55783 -1.49473 4.61297 -0.03 0.00 0.01 0.000
H 4.01225 7.00263 -0.33163 0.01 -0.01 0.02 0.000
H -6.53601 -2.68115 1.17577 0.00 0.00 -0.01 0.000
O 2.52996 -0.82708 -1.80154 0.76 -0.32 -0.12 0.062
H -4.55777 -1.93897 -0.56149 0.03 0.01 0.00 0.000
H 2.32973 1.37232 1.50431 0.01 0.02 0.03 0.001
H 6.28151 3.24704 -0.35840 0.00 0.00 0.00 0.013
H 2.74073 0.56947 3.02387 0.06 0.02 -0.02 0.000
H -1.27316 1.94161 -3.58550 -0.02 0.02 -0.02 0.000
N -3.47020 -1.60489 1.23064 0.00 0.01 -0.12 0.000
C -4.56071 -1.96864 0.51579 0.04 0.01 0.08 0.000
H 0.45287 -2.76894 -3.65062 0.00 -0.02 -0.02 0.000
C -0.40607 -3.28714 -1.75644 -0.16 -0.08 0.14 0.000
H 2.11211 3.99251 -1.03108 -0.01 -0.02 -0.03 0.005
C -1.22324 -4.27226 -1.17440 0.06 -0.02 -0.03 0.000
H 2.75841 5.88074 0.24657 0.00 -0.02 0.00 0.000
N 0.13648 -0.33801 1.12976 0.22 0.06 -0.02 0.001
H -4.37367 0.71397 0.53671 0.01 -0.04 0.01 0.000
N -0.66719 -2.10048 -1.22111 0.09 -0.47 -0.32 0.000
H -1.25169 -5.32532 -1.39864 0.00 0.00 0.01 0.000
C 3.59188 -0.44385 -1.35017 0.12 -0.35 -0.02 0.023
H 3.08167 6.04101 -1.50131 0.02 -0.02 -0.01 0.000
C -4.95253 -2.16455 2.67266 -0.02 0.00 -0.10 0.000
C 0.89693 -0.07999 2.18314 -0.05 -0.02 0.21 0.000
H 4.24765 -1.99574 -0.07841 0.00 0.02 0.02 0.000
H 2.92369 -0.29369 1.49466 0.01 -0.01 0.02 0.000
N -1.05431 -0.76154 1.60923 -0.18 -0.07 0.18 0.000
H 5.95114 0.85655 -0.75735 0.00 0.01 0.01 -0.004
C 2.72399 1.94155 -1.23811 -0.04 0.10 -0.03 0.051
C -1.49339 2.54711 -2.70465 0.04 -0.09 0.05 0.000
C -5.55032 -2.41061 4.02117 0.04 0.02 -0.02 0.000
O 1.57716 1.57197 -1.51151 0.64 1.26 -0.04 0.266
H -4.10367 2.78796 -1.21633 0.00 0.00 0.01 0.000
H 4.69757 -2.20989 -1.76152 -0.02 0.01 -0.01 0.000
H -2.12368 3.38161 -3.00744 0.01 0.01 -0.03 0.000
C 2.97405 3.34363 -0.98218 0.02 0.14 0.02 0.125
N -1.64570 -2.28586 -0.31505 -0.08 0.02 0.10 0.000
H -6.57379 -2.77001 3.92703 -0.01 0.00 0.02 0.000
C 5.29834 2.86657 -0.60005 0.01 0.11 0.01 0.274
C 4.62559 -1.47594 -0.96066 0.01 0.08 -0.04 -0.001
C 5.09494 1.51173 -0.82573 -0.03 -0.20 -0.04 0.007
Na 0.56613 -0.17643 -1.23693 -1.26 -0.72 0.28 0.003
C -1.04238 -0.76929 2.95681 0.06 0.02 0.14 0.000
C 0.19680 -0.33821 3.37298 0.12 0.05 -0.08 0.000
C -1.98735 -3.58998 -0.25564 0.02 0.04 -0.04 0.000
C -3.57538 0.93165 -0.15181 0.04 -0.01 -0.04 0.000
H 0.61477 -4.47380 -3.20415 0.01 0.00 -0.03 0.000
N -2.49760 0.12671 -0.26442 -0.07 -0.06 0.11 0.000
H 0.54620 -0.22511 4.38549 0.00 0.00 0.00 0.000
C 3.85160 1.00139 -1.13731 -0.08 0.17 0.05 0.186
H -0.54545 2.93668 -2.33108 -0.01 0.03 -0.02 0.000
C -5.54074 -2.33717 1.40145 -0.08 -0.03 0.11 0.000
C -3.42106 1.97440 -1.03644 0.03 0.06 -0.03 0.000
C 4.22378 3.79108 -0.66994 -0.08 -0.05 0.02 0.008
C 0.63136 -3.45485 -2.82100 -0.02 0.07 0.06 0.000
H -2.74302 -3.94457 0.42398 -0.02 0.03 0.01 0.000
H 1.62765 -3.24357 -2.43094 0.01 -0.03 -0.02 0.000
N -3.71084 -1.72499 2.55496 -0.15 -0.06 0.00 0.000
C 3.53142 6.04563 -0.50658 -0.06 0.05 0.02 0.000
N -1.63607 0.62482 -1.17039 -0.04 0.31 -0.30 0.000
O 4.55683 5.06544 -0.40579 0.08 -0.01 -0.04 -0.021
C -2.18060 1.73348 -1.65433 -0.18 -0.03 0.15 0.000
C 2.30013 0.41997 2.03948 -0.07 -0.02 -0.07 0.002
```
Positions in Å, forces in eV/Å.

## Properties
Spin multiplicity ... 2
Energy ... -1821.1031 a.u.
Max |F| ... 1.5 eV/A
Expectation value of S² ... 0.798
Kohn-Sham gap (alpha / beta) ... 7.63 / 4.75 eV

This record from the Open Molecules 2025 dataset describes one molecule with the formula C25H29BrN2O3. The level of theory is ωB97M-V with the def2-TZVPD basis set.

The geometry in XYZ format:
```
60
Properties=species:S:1:pos:R:3:forces:R:3:mulliken_charge:R:1
C -2.20198 -3.41005 -2.96896 0.00 0.28 0.34 -1.295
C 0.19611 1.52607 -3.19929 -0.11 -0.02 0.15 -2.030
C -0.97270 1.15230 -2.31712 -0.14 0.17 0.07 0.108
H 0.10916 1.03437 -4.17226 0.03 0.12 0.06 0.483
C 1.92972 1.61254 -1.42341 -0.03 0.39 0.09 0.361
H -1.58683 -4.26671 -3.23002 0.07 -0.10 -0.06 0.430
H -4.57439 -0.89667 2.01513 0.10 -0.03 -0.07 0.416
O -3.94413 0.12376 0.41600 0.00 0.01 -0.39 -0.523
C -2.97583 0.36571 -0.51383 0.03 0.22 -0.15 0.402
C -0.38153 -0.21912 2.38056 0.27 -0.21 0.08 1.702
C -1.86885 -2.95586 -1.55192 0.19 -0.44 -0.16 -0.526
C 0.44675 -0.89028 1.28271 -0.13 0.04 0.12 -1.013
O -2.69583 -1.89024 -1.11858 -0.26 0.35 -0.03 -0.403
H 1.61173 0.11091 -2.72100 -0.04 0.15 -0.01 0.213
H 0.29043 -0.38047 0.33321 0.00 0.07 -0.11 -0.137
H 4.56199 1.06074 2.30737 0.03 0.03 0.08 0.395
C 3.32652 1.38887 0.58474 -0.13 -0.06 -0.29 1.252
C 4.09827 -1.18445 -0.17374 -0.13 -0.07 -0.25 -0.835
H -1.43990 3.15939 -1.69569 0.05 0.11 -0.01 0.387
H 4.40339 -2.17905 -0.46413 0.00 -0.07 -0.05 0.401
C -1.30588 -0.18833 -2.15829 -0.13 -0.10 0.03 0.036
C 4.57486 -0.63780 1.02457 0.03 0.14 0.19 -0.587
C -1.66012 2.10948 -1.59231 0.04 -0.13 -0.09 -0.226
C -0.00423 1.25586 2.49169 -0.10 -0.26 -0.05 -1.805
H -0.60477 1.75187 3.25155 -0.08 0.09 0.12 0.510
H -2.02801 -2.61595 -3.69160 0.02 0.03 -0.10 0.283
H -0.75739 -0.45274 4.49909 -0.05 0.07 0.11 0.411
H -0.49844 -1.96980 3.62918 0.00 -0.09 0.03 0.419
H -2.28345 0.60869 1.97972 -0.07 -0.06 -0.13 0.286
H 3.33387 3.09382 1.89644 0.04 0.05 0.10 0.386
C 2.10707 3.41976 0.18229 0.27 -0.09 0.37 -0.940
C -2.63209 1.69917 -0.70047 -0.30 -0.11 0.26 -0.056
H 0.15069 -1.93076 1.18171 0.03 -0.10 -0.04 0.585
C 2.94709 2.68883 0.97318 -0.11 0.34 -0.02 -0.946
H 0.94669 3.50041 -1.60078 -0.09 0.02 -0.09 0.350
C 4.19648 0.62238 1.38926 0.09 -0.16 0.05 -0.840
H -0.77437 -0.92280 -2.74333 0.04 -0.15 -0.07 0.548
H 1.81732 4.41995 0.46931 -0.01 0.08 0.05 0.414
Br -3.51082 2.97521 0.39649 0.15 0.08 -0.12 -0.116
N 1.45570 1.10194 -2.61810 0.35 -0.46 -0.28 -0.141
H -3.24845 -3.69798 -3.02563 -0.08 -0.05 -0.03 0.328
H -4.25473 -1.93066 0.59850 0.15 0.16 0.18 0.299
H 0.87363 -0.91470 3.99364 0.16 0.01 0.06 0.414
C -0.17650 -0.93586 3.71655 -0.04 0.04 -0.18 -1.994
C -2.30720 -0.60375 -1.28929 -0.01 0.21 0.02 0.595
H 1.04348 1.35086 2.76151 0.11 0.00 0.04 0.433
C 3.25321 -0.46607 -0.97484 0.02 -0.17 -0.09 -0.722
N -1.79690 -0.27496 2.01001 0.07 0.36 0.26 0.002
H -2.07413 -3.76143 -0.84109 0.12 0.12 -0.06 0.486
H -0.81245 -2.68109 -1.45784 -0.08 0.01 0.07 0.327
C -2.48881 -1.38371 1.69839 -0.50 0.39 -0.12 0.513
H 5.24007 -1.21608 1.64874 0.05 -0.01 0.07 0.394
O -2.07748 -2.52171 1.78702 0.09 -0.46 0.07 -0.643
H 2.92129 -0.92321 -1.89683 0.00 -0.05 -0.04 0.312
H 0.21697 2.60365 -3.36876 -0.05 -0.06 -0.09 0.494
C 2.83072 0.83444 -0.62731 0.11 0.15 0.31 1.081
C 1.60009 2.88611 -1.00399 -0.13 -0.31 -0.31 -0.533
H 1.50336 -0.84523 1.52946 0.19 0.03 0.03 0.381
H -0.15111 1.76219 1.53927 -0.01 0.08 -0.14 0.245
C -3.89735 -1.07178 1.17313 -0.05 -0.60 0.21 -0.771
```
Positions in Å, forces in eV/Å.

## Properties
Energy ... -3879.3235 a.u.
Structure (SMILES) ... CCOc1cc(CNc2cccc3ccccc23)cc(Br)c1OCC(=O)NC(C)(C)C
Max |F| ... 0.6 eV/A
Kohn-Sham gap ... 8.17 eV

This record from the Open Molecules 2025 dataset describes C25H29F4MgN2O as an isolated structure at a distorted geometry. The level of theory is ωB97M-V with the def2-TZVPD basis set.

The geometry in XYZ format:
```
62
Properties=species:S:1:pos:R:3:forces:R:3:mulliken_charge:R:1
H 1.99351 -11.69688 -7.21278 0.53 -0.05 -0.74 0.424
C 0.26201 -11.29038 -6.37671 -1.39 -0.42 -0.64 -1.241
C 1.60557 -14.15602 -6.94628 -0.85 -0.79 0.51 -0.698
C -0.87002 -12.55903 -13.60688 0.09 0.77 -0.04 -0.617
C -1.48140 -17.21156 -9.42206 -1.05 0.14 0.74 -1.675
Mg -2.83056 -12.99679 -8.82072 1.24 0.67 -0.52 0.842
H -3.60111 -9.21552 -8.00895 -0.43 0.28 -0.16 0.305
F -5.69308 -18.86959 -7.12255 -0.75 0.48 -0.94 -0.251
H 1.99753 -13.71984 -6.03060 0.45 0.01 -0.28 0.383
H 2.02297 -16.18394 -6.28705 -0.14 0.28 -0.62 0.398
C 0.39231 -12.90094 -11.55473 -1.00 -0.06 0.54 -0.755
H -2.05611 -10.02094 -7.88865 -0.68 -0.29 0.54 0.073
C -2.05905 -12.48862 -12.85913 -0.12 -0.19 -0.77 -0.724
N -4.25276 -14.23496 -8.13002 -1.42 -3.16 -0.53 -0.102
C 0.01358 -16.41720 -11.33354 0.96 0.11 -0.12 -1.524
C 0.36601 -12.71485 -12.94804 -1.09 0.39 0.35 -0.804
C -0.81589 -12.86392 -10.77746 -0.63 -1.09 -1.17 0.352
H -0.96773 -12.32905 -14.68368 0.40 -0.33 0.76 0.355
H 0.89832 -11.37924 -5.51147 -0.06 0.33 0.40 0.410
C 1.54863 -15.56482 -7.06430 1.05 1.69 1.23 -1.172
O -3.70409 -11.30936 -8.12571 -0.63 0.54 1.36 -0.460
C 0.98561 -11.83050 -7.60662 1.33 0.13 0.13 0.539
H -1.43827 -15.27637 -10.44944 0.07 -0.58 0.76 -0.262
C 0.86719 -10.89614 -8.81634 -1.05 -1.03 -0.83 -1.573
F -7.63074 -17.87605 -7.36408 0.69 -0.20 -0.66 -0.215
H 1.50694 -11.12558 -9.67320 -0.18 -0.62 0.14 0.364
C 0.09821 -13.94472 -8.81771 0.50 -0.92 0.32 -0.214
H -4.55849 -11.46090 -7.64752 0.99 0.19 -0.72 0.323
N -0.93117 -13.23550 -9.46756 -1.03 1.15 0.25 0.933
C -4.06618 -15.08122 -7.06125 -1.16 0.59 0.36 -0.222
C 0.91340 -13.32870 -7.82124 -0.79 -0.52 -0.59 0.275
H 1.27256 -13.18676 -10.95645 -0.20 0.40 -0.70 0.558
H -3.49330 -14.63242 -6.24248 0.21 -0.55 -0.38 0.456
F -3.30170 -12.68338 -10.75276 1.30 0.01 -0.71 -0.247
H 1.27533 -12.58292 -13.52226 0.04 -0.43 0.11 0.441
H -0.90510 -18.13351 -9.34614 0.10 0.03 -0.29 0.387
C -0.72835 -16.04315 -10.05503 -0.18 1.03 -0.40 1.293
C -5.87375 -15.87327 -8.95475 -0.33 1.04 -1.47 -0.798
H 1.14056 -17.20863 -8.29397 -0.84 1.24 0.02 0.287
C -5.12713 -14.69912 -9.10550 0.18 0.53 2.07 -0.191
C 0.93570 -16.10627 -8.14200 -0.03 -1.94 -1.59 -0.237
H -0.05157 -10.28250 -6.61827 0.29 0.51 0.55 0.320
H -0.66336 -16.87332 -12.06083 0.13 0.00 0.04 0.417
C -4.76620 -16.28415 -6.85660 -0.81 0.25 -1.88 -0.788
H 0.83532 -17.10749 -11.10292 -0.19 -0.08 -0.17 0.352
H 0.48864 -15.51443 -11.78782 -0.51 -0.69 0.28 0.256
C -3.11567 -10.06078 -7.55783 0.54 -0.58 -0.81 -0.524
H -5.33005 -13.99441 -9.89755 0.15 -0.20 -0.35 0.504
H -0.17989 -10.81659 -9.20373 0.84 0.01 0.33 0.084
C -2.02645 -12.65717 -11.53126 1.56 -0.03 1.86 0.377
F -6.51599 -18.54871 -9.19837 0.29 1.37 2.77 -0.250
H 1.21609 -9.93687 -8.56611 0.19 1.44 0.74 0.569
H -6.62113 -16.12527 -9.73638 0.75 0.14 0.58 0.439
H -0.66766 -11.82053 -6.16758 -0.16 -0.26 0.10 0.130
C -6.39376 -17.98809 -7.89403 -0.71 -2.67 0.01 0.745
H -4.63482 -16.92183 -6.00068 0.28 0.13 0.25 0.538
H -3.25544 -10.04856 -6.47844 0.29 -0.10 -0.09 0.351
H -1.82888 -17.02312 -8.36094 0.40 0.16 -1.07 0.282
C -5.70112 -16.69010 -7.86899 2.21 1.45 0.28 0.364
H -3.01961 -12.32566 -13.29907 -0.34 0.07 -0.56 0.525
H -2.38976 -17.38786 -10.01782 0.27 -0.32 0.12 0.430
C 0.16288 -15.34829 -9.05251 0.46 0.53 1.29 0.461
```
Positions in Å, forces in eV/Å.

## Properties
Energy ... -1754.1673 a.u.
Charge ... +1
Max |F| ... 3.5 eV/A
Kohn-Sham gap ... 5.76 eV